153
Properties=species:S:1:pos:R:3:forces:R:3 method="wB97M-V/def2-TZVPD" gap_ev=6.38 charge=-1 energy_ha=-6373.9099 molar_mass_g_mol=1127.91 multiplicity=1
Ti 0.221091 -0.318557 0.130317 -0.3283 -1.8233 0.1892
C 3.924673 -3.609379 6.106770 0.0065 0.0000 0.0078
C 3.918376 -3.694068 4.580437 -0.0127 -0.0048 -0.0239
C 3.687662 -5.158446 4.183226 0.0023 -0.0112 0.0188
C 5.298634 -3.249559 4.072614 -0.0054 0.0040 -0.0050
C 2.846642 -2.803311 3.947996 0.0119 -0.0042 -0.0335
C 2.746203 -2.765208 2.553278 -0.0495 -0.0665 0.0625
C 1.833714 -1.913101 1.948900 -0.0465 -0.0671 -0.0200
N 1.452708 -1.825642 0.628429 0.4796 0.5912 0.0657
C 2.140039 -2.323417 -0.470659 -0.3383 -0.2508 0.0309
C 3.455988 -2.735590 -0.587661 0.0480 -0.0386 0.0446
C 3.889504 -3.316380 -1.780847 -0.0342 -0.0428 0.0531
C 2.937376 -3.571346 -2.757583 -0.0702 0.0026 0.0315
C 1.600463 -3.145300 -2.682601 0.1494 -0.0800 -0.0984
C 1.273079 -2.336816 -1.588856 -0.1149 0.1401 -0.0098
O 0.181788 -1.559239 -1.440105 0.1511 0.1232 0.2834
C 0.612171 -3.650602 -3.745911 0.0277 0.1084 0.0661
C 0.634584 -2.781778 -5.004061 -0.0040 0.0066 -0.0050
C -0.807710 -3.687544 -3.179303 -0.0126 -0.0010 0.0031
C 0.967262 -5.092036 -4.148668 -0.0169 -0.0097 -0.0191
C 5.343301 -3.735361 -2.004651 -0.0290 -0.0004 0.0160
C 5.860137 -3.122455 -3.313049 0.0133 0.0190 0.0026
C 5.434179 -5.264883 -2.092263 0.0001 -0.0094 0.0045
C 6.254348 -3.263898 -0.870308 0.0132 -0.0127 0.0043
C 1.014729 -1.086459 2.745967 -0.1082 0.1340 -0.0399
O 0.179956 -0.302188 2.033442 0.1084 0.0231 -0.1458
C 1.027889 -1.166527 4.131527 0.1282 0.0445 0.0996
C 1.985202 -2.020419 4.706026 -0.0846 -0.0197 -0.0496
C 0.063367 -0.332806 4.977440 0.0577 0.0189 -0.0721
C 0.365603 1.156150 4.757490 0.0257 0.0009 -0.0164
C -1.388457 -0.629042 4.571807 -0.0046 -0.0506 0.0286
C 0.199974 -0.635081 6.470050 -0.0246 0.0457 0.0266
H 4.729903 -4.232832 6.502616 -0.0139 -0.0144 0.0022
H 2.984105 -3.963300 6.533820 -0.0068 0.0079 -0.0037
H 4.092748 -2.587232 6.450565 0.0160 0.0031 -0.0024
H 4.492888 -5.790765 4.568234 -0.0061 -0.0012 0.0138
H 3.655448 -5.277636 3.099933 0.0117 -0.0019 -0.0017
H 2.740965 -5.521555 4.589539 -0.0067 0.0051 -0.0069
H 6.091448 -3.808696 4.577422 0.0013 -0.0168 -0.0179
H 5.450968 -2.185102 4.259115 0.0081 -0.0015 0.0215
H 5.397504 -3.414070 2.998616 -0.0038 0.0134 -0.0045
H 3.337057 -3.431880 1.940892 0.0591 0.0474 0.0200
H 4.135064 -2.561738 0.232827 0.0036 -0.0242 0.0105
H 3.238436 -4.129173 -3.635509 0.0093 0.0055 -0.0051
H 0.253181 -1.787664 -4.793044 -0.0186 0.0031 -0.0011
H 0.011495 -3.227250 -5.786643 0.0018 -0.0075 0.0008
H 1.652092 -2.678899 -5.387655 0.0001 -0.0027 -0.0059
H -1.100362 -2.719549 -2.779727 -0.0053 0.0085 -0.0321
H -0.864658 -4.416699 -2.367481 0.0046 0.0109 0.0060
H -1.512264 -3.987850 -3.962863 0.0040 -0.0318 0.0082
H 1.837011 -5.139150 -4.805378 0.0121 0.0041 0.0108
H 0.125444 -5.531513 -4.690767 0.0141 0.0107 -0.0293
H 1.171633 -5.706538 -3.270060 -0.0266 -0.0061 0.0031
H 5.285559 -3.470812 -4.172032 0.0001 -0.0012 -0.0015
H 6.908007 -3.392161 -3.473055 0.0002 -0.0090 -0.0043
H 5.784420 -2.034185 -3.280634 0.0023 0.0008 0.0019
H 4.822648 -5.650373 -2.909741 0.0024 0.0007 -0.0039
H 5.079776 -5.721330 -1.165533 -0.0011 -0.0003 -0.0005
H 6.467908 -5.581769 -2.259530 0.0037 0.0022 -0.0045
H 6.211448 -2.180277 -0.749185 -0.0005 0.0051 -0.0017
H 7.287902 -3.541547 -1.091259 -0.0006 -0.0010 0.0012
H 5.984207 -3.724553 0.082254 -0.0027 -0.0054 0.0012
H 2.039783 -2.073220 5.781696 0.0196 0.0058 0.0094
H 0.282139 1.418777 3.704512 -0.0306 0.0030 0.0015
H 1.380864 1.388990 5.087660 -0.0006 0.0044 0.0055
H -0.332910 1.775570 5.328327 -0.0034 -0.0007 0.0044
H -2.071640 0.001640 5.148065 -0.0011 -0.0048 0.0071
H -1.635629 -1.673605 4.784646 0.0028 -0.0007 -0.0058
H -1.559196 -0.438589 3.513832 -0.0039 0.0260 -0.0032
H 1.193281 -0.385695 6.848409 0.0087 -0.0011 -0.0085
H -0.000840 -1.686036 6.690398 0.0039 -0.0028 -0.0020
H -0.524530 -0.031358 7.021904 -0.0025 -0.0059 0.0016
O 2.698854 2.396995 -1.308428 -0.0411 -0.0177 -0.0501
C 1.783799 1.770313 -0.843794 -0.2466 0.1976 0.1457
O 1.859641 0.601610 -0.251687 0.1884 0.3109 -0.4573
C 0.302708 2.299608 -0.830340 0.0546 0.0921 0.2618
O -0.020609 3.367827 -1.290534 0.2552 -0.0594 -0.1759
O -0.492028 1.460384 -0.219032 0.0927 0.1985 -0.0716
C -2.687213 6.979303 -1.386261 -0.0242 0.0303 0.0208
C -1.989164 6.438114 -0.137581 -0.0921 -0.0022 0.0872
C -0.490316 6.378699 -0.433979 0.0003 0.0087 -0.0797
C -2.217981 7.400731 1.025677 0.0836 0.0192 0.0003
Sb -2.786282 4.380686 0.142187 -0.0213 0.0112 -0.0641
C -4.975145 4.786091 0.281299 -0.0030 -0.0117 0.0411
C -5.599311 3.572668 0.973252 -0.0198 0.0256 0.0339
C -5.463840 6.053497 0.973544 -0.0292 0.0425 -0.0731
C -5.471691 4.785918 -1.168645 -0.0309 -0.0415 0.0065
C -2.236356 3.923293 2.237496 -0.0975 -0.0174 -0.0548
C -0.712896 4.002898 2.334587 0.0289 0.0316 0.0413
C -2.645433 2.469024 2.491648 0.0818 -0.0134 0.0017
C -2.866787 4.815001 3.302318 -0.0477 -0.0291 0.0086
H -2.258142 7.955733 -1.645638 0.0150 -0.0100 -0.0191
H -3.756715 7.126118 -1.232355 0.0063 0.0207 0.0041
H -2.552929 6.317950 -2.246422 -0.0009 -0.0106 0.0036
H -0.161819 7.369903 -0.775316 0.0130 0.0042 0.0199
H -0.241539 5.650864 -1.204245 -0.0192 0.0112 -0.0203
H 0.099481 6.129470 0.447498 0.0024 -0.0130 -0.0152
H -1.962112 8.420892 0.706675 0.0222 -0.0007 0.0107
H -1.568565 7.157588 1.868394 -0.0128 -0.0070 0.0022
H -3.245801 7.415853 1.384567 -0.0052 0.0004 -0.0224
H -5.454314 3.602328 2.054135 0.0146 -0.0097 0.0108
H -5.191121 2.627626 0.604424 -0.0088 0.0018 -0.0289
H -6.681665 3.558766 0.787316 -0.0053 0.0129 0.0158
H -5.113568 6.137174 2.002417 0.0117 -0.0148 0.0040
H -6.562864 6.054847 0.998533 -0.0049 -0.0036 0.0018
H -5.157919 6.954799 0.440008 0.0029 0.0010 0.0067
H -5.236660 3.843839 -1.669290 0.0039 -0.0073 0.0059
H -5.044230 5.588648 -1.769448 0.0080 0.0093 0.0125
H -6.563241 4.908426 -1.181442 -0.0036 -0.0140 -0.0015
H -0.315482 4.952026 1.976137 -0.0124 0.0230 0.0852
H -0.237453 3.200962 1.767750 -0.0023 0.0265 -0.0535
H -0.407851 3.892547 3.382586 0.0009 -0.0522 0.0000
H -2.177312 1.791866 1.773953 -0.0023 0.0100 -0.0018
H -3.723056 2.316747 2.447478 -0.0340 0.0130 0.0216
H -2.310695 2.169405 3.492861 0.0121 -0.0058 -0.0087
H -2.506221 5.842319 3.258714 -0.0167 -0.0016 -0.0288
H -2.613335 4.417805 4.294730 0.0223 0.0204 0.0030
H -3.955498 4.834752 3.232570 0.0008 -0.0216 0.0174
C -2.323323 -0.108664 -6.070969 -0.0138 -0.0227 -0.0113
C -2.271639 -0.334076 -4.566007 -0.0256 -0.0742 -0.0499
As -1.061277 0.804539 -3.485117 0.0687 0.2287 -0.1116
C -1.637310 2.538410 -4.232401 -0.1234 0.0358 0.0422
C -3.098918 2.819165 -3.900679 -0.0112 0.0047 0.0086
C 0.638357 0.651281 -4.500495 0.0152 0.0417 -0.0264
C 1.407185 1.966872 -4.602543 0.0396 0.0007 0.0354
H -3.076824 -0.749429 -6.538431 0.0076 -0.0020 -0.0072
H -1.367707 -0.336887 -6.546149 0.0079 0.0129 0.0095
H -2.576404 0.923967 -6.316763 0.0028 0.0033 0.0095
H -2.013656 -1.371792 -4.346922 0.0209 0.0019 0.0133
H -3.258970 -0.168471 -4.124472 0.0102 0.0027 0.0031
H -1.457146 2.581678 -5.309458 -0.0114 -0.0023 0.0005
H -1.003246 3.289052 -3.759006 0.0175 -0.0228 0.0235
H -3.773893 2.142894 -4.432140 0.0014 0.0008 0.0013
H -3.381670 3.841456 -4.165809 -0.0040 -0.0036 -0.0161
H -3.278743 2.700511 -2.829460 0.0108 0.0035 0.0092
H 0.443699 0.256352 -5.499714 -0.0065 0.0206 -0.0054
H 1.244988 -0.086579 -3.971537 -0.0034 0.0022 0.0046
H 0.840921 2.727298 -5.140255 0.0033 -0.0064 -0.0216
H 2.343388 1.810901 -5.144230 0.0173 0.0027 0.0269
H 1.663403 2.373070 -3.622914 -0.0266 0.0024 0.0031
C -1.085452 -3.434622 1.985704 -0.0350 -0.0195 -0.0074
N -1.898908 -3.629320 0.795759 0.1026 0.0212 -0.0482
C -2.244603 -4.857934 0.263553 -0.0650 -0.0019 -0.0192
C -3.015326 -4.628849 -0.818213 -0.0012 -0.0139 0.0641
N -3.125409 -3.259269 -0.927603 0.0298 0.0087 -0.0313
C -2.430305 -2.638572 0.051659 -0.0149 0.0852 0.0392
S -2.378361 -0.957337 0.281399 -0.1402 0.1317 -0.1016
H -0.078314 -3.809811 1.816287 0.0024 0.0204 0.0044
H -1.550316 -3.946689 2.827837 0.0132 -0.0071 0.0029
H -1.036668 -2.368862 2.186078 -0.0136 -0.0072 0.0197
H -1.905060 -5.778381 0.702548 0.0051 -0.0012 -0.0036
H -3.470316 -5.306103 -1.516438 0.0024 -0.0023 -0.0029
H -3.549225 -2.737748 -1.675737 -0.0160 0.0014 0.0104